Entry 1:
The following is a DFT calculation (wB97M-V/def2-TZVPD) of a 3-piece molecular cluster, C21H44Br2ClFN5O4P2S3 overall.

**Total charge**: +1

Last column: Mulliken charge in e.
CARTESIAN COORDINATES (ANGSTROEM)
1 C -4.15950 -0.48364 0.13530  -1.487
2 C -3.86357 0.57136 1.13331  0.728
3 Br -5.13247 1.96625 1.06994  -0.131
4 C -2.86443 0.56929 2.01335  -0.448
5 Br -2.73054 1.99016 3.26780  -0.087
6 C -1.84955 -0.50952 2.16743  0.755
7 S -2.74773 -1.75936 3.30558  -0.199
8 C -0.55106 -0.32256 3.00319  -0.562
9 C 0.24375 0.97841 2.94077  -1.124
10 C 0.74844 1.34298 4.30624  0.505
11 O 0.87733 2.46250 4.71463  -0.464
12 F 1.05960 0.27953 5.08227  -0.261
13 N 0.14901 -1.59869 2.69361  0.400
14 P 1.89021 -1.73276 2.69495  0.289
15 S 2.53347 -2.23936 0.94091  -0.230
16 C -0.55526 -2.23244 1.71303  -0.744
17 N -0.56825 -3.49717 1.44571  0.249
18 S 0.29604 -4.76026 2.28207  1.137
19 C -0.92447 -6.04661 2.27153  -1.081
20 O 1.42821 -5.18079 1.56408  -0.543
21 O 0.47825 -4.33529 3.61595  -0.550
22 N -1.37571 -1.31630 1.03990  0.473
23 P -0.93462 -0.60587 -0.49043  0.193
24 O -0.30929 -1.92235 -1.18174  -0.421
25 Cl 0.70837 0.63852 -0.28247  -0.208
26 H -5.21090 -0.53358 -0.08184  0.503
27 H -3.84950 -1.46540 0.45134  0.311
28 H -3.62939 -0.28543 -0.78404  0.351
29 H -3.73966 -2.13190 2.48834  0.251
30 H -0.92052 -0.39337 4.01667  0.735
31 H 1.12409 0.93418 2.31368  0.586
32 H -0.33548 1.82446 2.62301  0.020
33 H 2.40804 -0.53515 3.19661  0.123
34 H 2.25727 -2.71599 3.61467  0.107
35 H -1.16892 -3.80036 0.69185  0.353
36 H -0.64496 -6.69849 3.08009  0.423
37 H -1.85786 -5.58102 2.55787  0.355
38 H -0.98926 -6.52771 1.31149  0.389
39 H -0.51591 -1.82465 -2.11898  0.302
40 C 3.04701 3.79432 3.11201  -1.270
41 C 4.02058 4.77592 2.47869  -0.546
42 N 3.43512 6.07952 2.25220  0.120
43 C 4.24485 6.93422 1.40015  -0.693
44 C 5.62321 7.36926 1.91164  -0.981
45 C 2.85033 6.71713 3.41965  -0.690
46 C 3.75150 6.95693 4.63815  -0.988
47 H 2.13217 3.72311 2.51927  0.295
48 H 3.50393 2.80149 3.15865  0.435
49 H 2.77868 4.07396 4.12843  0.319
50 H 4.32839 4.37297 1.51007  0.458
51 H 4.92977 4.82210 3.09883  0.263
52 H 3.66220 7.82391 1.14960  0.358
53 H 4.38485 6.40902 0.45004  0.401
54 H 5.54902 8.13099 2.68576  0.227
55 H 6.19497 7.80590 1.09104  0.403
56 H 6.20272 6.53234 2.30187  0.274
57 H 1.99883 6.11171 3.74287  0.332
58 H 2.40901 7.66571 3.10705  0.371
59 H 4.35978 6.08477 4.88134  0.252
60 H 3.13357 7.17437 5.51119  0.364
61 H 4.41385 7.80871 4.49766  0.293
62 C -4.15354 -3.81262 -4.58291  -1.315
63 C -3.54251 -3.03698 -5.74003  -0.407
64 N -2.09400 -2.97896 -5.68799  0.226
65 C -1.52241 -2.01478 -6.61681  -0.663
66 C -1.70568 -2.25974 -8.11823  -1.022
67 C -1.41183 -4.26110 -5.61263  -0.759
68 C -1.66781 -5.28156 -6.72847  -1.059
69 H -3.81349 -3.41417 -3.62413  0.218
70 H -5.23988 -3.72931 -4.61715  0.435
71 H -3.90882 -4.87437 -4.62374  0.294
72 H -3.92089 -2.01280 -5.69559  0.450
73 H -3.91073 -3.46396 -6.68461  0.279
74 H -0.45498 -1.91702 -6.40146  0.332
75 H -1.95267 -1.03702 -6.37755  0.412
76 H -1.06451 -3.06046 -8.48194  0.233
77 H -1.43192 -1.35918 -8.67003  0.401
78 H -2.73791 -2.49665 -8.37514  0.277
79 H -1.67871 -4.72886 -4.66024  0.365
80 H -0.33789 -4.07482 -5.53650  0.397
81 H -2.72660 -5.36890 -6.97383  0.256
82 H -1.32749 -6.26726 -6.40641  0.379
83 H -1.12328 -5.03944 -7.63844  0.273

---

Entry 2:
The following is a DFT calculation (wB97M-V/def2-TZVPD) of a 2-piece molecular cluster, C4H9NO2 overall.

**Energy relative to the best compared isomer or geometry (same formula, charge and spin)**: 310.6 kJ/mol

Last column: Mulliken charge in e.
CARTESIAN COORDINATES (ANGSTROEM)
1 C 2.01937 1.84454 0.37504  -0.976
2 C 0.34749 -0.31687 -0.72219  -0.540
3 O 0.96501 -1.31747 -0.10545  -0.346
4 C -0.75783 0.15053 0.19276  -0.046
5 C -2.04197 -0.55228 -0.26700  0.357
6 O -3.05937 0.04356 -0.55564  -0.603
7 N -1.92361 -1.90772 -0.31042  -0.322
8 H 1.89684 1.28092 1.30587  0.247
9 H 1.49795 2.80086 0.45394  0.273
10 H 3.08043 2.01309 0.18518  0.327
11 H 1.60350 1.28532 -0.46833  0.287
12 H 1.65274 -1.64159 -0.70772  0.395
13 H -0.58428 -0.08485 1.25359  0.295
14 H -0.92528 1.22160 0.06765  0.241
15 H -2.71603 -2.45224 -0.60935  0.219
16 H -1.05497 -2.36739 -0.08792  0.195

---

| no. | orbital gap (hartree) | calculated total energy (eV) |
| --- | --- | --- |
| 1 | 0.1978 | -244531.737 |
| 2 | 0.3505 | -9876.841 |